Record 1
This record from the Open Molecules 2025 dataset describes 25 unconnected molecules or ions with the total composition C22H80BrF6NO31P2. The level of theory is wB97M-V/def2-TZVPD.

The geometry in ORCA input format:
```
! wB97M-V def2-TZVPD RIJCOSX def2/J DEFGRID3
* xyz 0 1
C -1.567 5.929 3.256
O -0.622 5.003 2.776
C -1.012 4.351 1.561
C 0.211 4.296 0.664
C -0.014 3.647 -0.714
C -0.192 2.127 -0.760
O -1.410 1.713 -0.115
C -2.603 1.727 -0.825
F -2.533 2.497 -1.937
Br -3.888 2.637 0.414
P -3.450 0.125 -1.294
C -3.193 -1.048 0.086
C -2.742 -0.497 -2.862
C 0.941 1.365 -0.030
C 2.339 1.906 -0.344
C 2.675 2.083 -1.842
C 3.402 0.904 -2.480
C 4.725 0.577 -1.843
O 5.371 1.351 -1.171
O 5.174 -0.667 -2.094
O 0.578 1.443 1.350
C 1.521 1.013 2.284
C 0.814 0.836 3.641
F 1.292 1.801 4.487
F -0.533 1.089 3.518
C 0.938 -0.517 4.301
C 0.692 -0.594 5.671
C 0.760 -1.806 6.338
C 1.071 -2.966 5.640
C 1.310 -2.883 4.275
C 1.615 -4.135 3.509
F 2.965 -4.356 3.422
F 1.094 -5.230 4.091
F 1.170 -4.100 2.244
C 1.244 -1.670 3.601
P 0.912 -0.451 -0.512
N 0.368 -0.691 -1.934
O 0.110 -1.131 0.701
O 2.392 -1.087 -0.330
H -2.414 5.436 3.748
H -1.939 6.586 2.464
H -1.067 6.553 3.998
H -1.344 3.344 1.816
H -1.811 4.923 1.083
H 0.516 5.332 0.484
H 1.022 3.841 1.227
H -0.915 4.091 -1.143
H 0.808 3.948 -1.364
H -0.166 1.790 -1.798
H -2.451 -1.816 -0.123
H -2.999 -0.503 1.013
H -4.149 -1.551 0.224
H -2.122 0.238 -3.371
H -3.578 -0.790 -3.494
H -2.129 -1.374 -2.674
H 3.104 1.261 0.087
H 2.444 2.877 0.143
H 3.331 2.950 -1.923
H 1.805 2.309 -2.456
H 3.636 1.158 -3.522
H 2.795 0.005 -2.537
H 4.385 -1.242 -2.148
H 2.297 1.771 2.442
H 2.035 0.102 1.980
H 0.448 0.309 6.219
H 0.549 -1.841 7.397
H 1.107 -3.918 6.153
H 1.412 -1.653 2.537
H 0.985 -1.221 -2.539
H -0.673 -0.586 0.898
H 2.646 -1.282 0.585
O 4.003 4.442 -2.900
H 4.142 5.123 -3.567
H 4.442 4.776 -2.106
O -3.172 -0.696 3.652
H -2.258 -0.423 3.798
H -3.252 -1.529 4.129
O 4.379 4.348 -0.038
H 4.856 4.767 0.685
H 4.681 3.429 -0.031
O -1.376 -4.572 6.841
H -1.798 -5.438 6.873
H -1.024 -4.515 5.947
O -0.271 -8.118 4.099
H -0.249 -8.389 3.176
H 0.298 -7.344 4.135
O 3.249 -2.271 -3.561
H 2.986 -3.197 -3.533
H 3.695 -2.205 -4.414
O 4.183 -4.219 -5.365
H 4.060 -4.356 -6.310
H 5.050 -4.587 -5.171
O -2.875 -3.674 -1.841
H -3.455 -4.446 -1.934
H -2.005 -4.001 -2.091
O -4.591 -4.286 -4.102
H -4.454 -4.526 -5.024
H -4.205 -3.408 -4.008
O -6.327 0.257 0.745
H -6.370 0.492 1.678
H -5.655 0.856 0.391
O 1.929 -3.394 -5.712
H 2.171 -2.759 -6.399
H 2.269 -3.012 -4.897
O -6.963 -1.258 3.288
H -6.019 -1.075 3.361
H -7.107 -2.023 3.852
O 6.821 3.277 -2.721
H 7.709 3.543 -2.467
H 6.626 2.461 -2.240
O 0.952 -1.481 -7.785
H 0.315 -0.767 -7.883
H 0.863 -1.996 -8.592
O -9.040 0.937 2.755
H -9.937 0.776 2.450
H -8.617 0.068 2.749
O 2.332 3.139 -4.891
H 2.754 3.588 -4.146
H 2.620 2.227 -4.779
O 3.446 -7.066 1.674
H 3.241 -6.200 2.038
H 4.390 -7.034 1.491
O 2.180 1.500 -7.680
H 2.245 1.961 -6.836
H 2.793 1.972 -8.251
O 5.310 2.567 -5.268
H 5.578 3.208 -5.931
H 5.632 2.935 -4.433
O -7.365 3.449 -1.145
H -6.432 3.626 -0.983
H -7.527 2.617 -0.681
O -9.637 4.917 0.835
H -10.281 4.204 0.797
H -8.815 4.506 0.539
O 4.041 -1.688 2.193
H 5.001 -1.630 2.218
H 3.827 -2.472 2.707
O -3.844 -6.325 -1.018
H -4.618 -6.242 -0.451
H -3.097 -6.209 -0.422
O -0.416 2.150 6.978
H -0.250 2.548 6.115
H -1.255 2.526 7.263
*
```

As for the highest occupied orbital energy: -7.8 eV. The largest force on an atom is 0.038 hartree/bohr. Its total energy is -7129.44224 Ha.

Record 2
This record from the Open Molecules 2025 dataset describes a molecular structure, C32H23AuF5N3O3PS2. The level of theory is wB97M-V/def2-TZVPD.

The geometry in ORCA input format:
```
! wB97M-V def2-TZVPD RIJCOSX def2/J DEFGRID3
* xyz 1 1
Au -0.198 -0.348 -0.323
N 0.372 4.125 0.317
C 1.548 4.481 1.015
C 2.465 5.333 0.427
C 3.628 5.679 1.105
C 3.880 5.152 2.360
C 2.968 4.276 2.937
C 1.796 3.950 2.277
S 0.619 2.874 3.055
N -0.382 2.399 1.772
C -0.379 3.034 0.671
C -1.411 2.624 -0.321
C -2.303 3.578 -0.775
C -3.423 3.187 -1.490
C -3.630 1.836 -1.697
C -2.690 0.939 -1.228
N -1.578 1.314 -0.578
H 0.329 4.411 -0.648
H 2.268 5.734 -0.560
H 4.332 6.358 0.644
H 4.783 5.415 2.892
H 3.165 3.852 3.913
H -2.134 4.614 -0.515
H -4.133 3.921 -1.847
H -4.497 1.461 -2.218
H -2.829 -0.114 -1.407
O -3.726 -2.654 -0.526
S -2.315 -2.471 -0.603
O -1.735 -2.117 -1.888
O -1.822 -1.450 0.417
C -1.476 -3.922 -0.080
C -2.175 -5.097 0.119
C -1.482 -6.247 0.476
C -0.106 -6.207 0.619
C 0.586 -5.019 0.426
C -0.096 -3.854 0.084
P 0.965 -2.375 -0.099
C 1.979 -2.797 -1.526
C 3.366 -2.663 -1.567
C 4.056 -3.037 -2.708
C 3.368 -3.521 -3.813
C 1.986 -3.639 -3.779
C 1.288 -3.287 -2.637
C 1.894 -2.223 1.431
C 3.040 -2.982 1.672
C 3.694 -2.874 2.888
C 3.210 -2.015 3.866
C 2.066 -1.267 3.633
C 1.406 -1.370 2.420
H -3.248 -5.098 -0.011
H -2.019 -7.171 0.636
H 0.439 -7.102 0.885
H 1.661 -5.014 0.543
H 3.909 -2.257 -0.727
H 5.132 -2.941 -2.736
H 3.912 -3.803 -4.704
H 1.449 -4.009 -4.642
H 0.209 -3.376 -2.616
H 3.429 -3.656 0.920
H 4.584 -3.460 3.071
H 3.727 -1.930 4.812
H 1.684 -0.599 4.393
H 0.507 -0.785 2.259
F 2.661 -0.204 -0.560
C 1.583 0.586 -0.766
F 1.772 1.650 0.033
C 1.672 1.075 -2.226
F 0.588 1.802 -2.536
F 1.742 0.036 -3.050
F 2.743 1.846 -2.397
*
```

As for the highest occupied orbital energy: -9.9 eV. For the relative energy (zero: lowest compared OMol25 entry of this formula, charge and spin), the calculation gives 11.0 kcal/mol. The largest force on an atom is 0.014 hartree/bohr. Its total energy is -3395.78069 Ha.

Record 3
This record from the Open Molecules 2025 dataset describes a molecular structure, C26H32CoN3O5S2Si. The level of theory is wB97M-V/def2-TZVPD.

The geometry in ORCA input format:
```
! wB97M-V def2-TZVPD RIJCOSX def2/J DEFGRID3
* xyz -1 2
Co -1.171 -0.553 0.366
C 5.247 -4.139 -0.097
Si 3.405 -3.664 -0.105
C 2.625 -4.546 1.372
C 2.675 -4.298 -1.729
C 3.363 -1.782 0.032
C 4.523 -1.028 0.064
C 4.480 0.357 0.193
C 3.238 0.945 0.292
N 2.093 0.265 0.245
C 2.124 -1.076 0.105
S 0.642 -1.961 -0.014
H 5.369 -5.223 -0.156
H 5.737 -3.802 0.820
H 5.778 -3.702 -0.946
H 2.793 -5.625 1.312
H 1.552 -4.362 1.391
H 3.046 -4.186 2.313
H 2.814 -5.378 -1.827
H 3.144 -3.814 -2.589
H 1.609 -4.080 -1.760
H 5.487 -1.523 -0.004
H 5.381 0.955 0.219
H 3.139 2.021 0.411
O -0.390 1.226 -0.486
C -1.064 2.449 -0.295
C -2.576 2.042 -0.058
O -3.460 2.872 -0.230
O -2.721 0.853 0.369
C -0.823 3.335 -1.519
C -1.625 4.430 -1.838
C -1.310 5.255 -2.908
C -0.195 5.002 -3.691
C 0.587 3.893 -3.408
C 0.273 3.068 -2.339
C -0.599 3.164 0.975
C 0.455 2.667 1.735
C 0.906 3.354 2.853
C 0.307 4.540 3.243
C -0.774 5.020 2.515
C -1.226 4.334 1.401
H 0.554 1.215 -0.215
H -2.524 4.612 -1.271
H -1.947 6.102 -3.132
H 0.060 5.655 -4.518
H 1.447 3.660 -4.024
H 0.887 2.197 -2.152
H 0.920 1.719 1.494
H 1.726 2.949 3.434
H 0.665 5.081 4.111
H -1.276 5.929 2.821
H -2.093 4.699 0.871
O -2.099 -1.644 2.015
C -1.442 -0.918 2.804
O -0.618 -0.054 2.439
H -1.607 -1.061 3.890
C -5.191 -1.614 1.067
N -4.353 -1.224 -0.048
C -3.629 -2.089 -0.761
S -2.310 -1.549 -1.677
N -4.002 -3.384 -0.728
C -3.379 -4.447 -1.487
H -5.536 -0.709 1.559
H -4.633 -2.210 1.795
H -6.073 -2.170 0.729
H -3.943 -0.284 0.007
H -4.827 -3.620 -0.202
H -2.347 -4.172 -1.685
H -3.882 -4.603 -2.446
H -3.407 -5.372 -0.912
*
```

As for the highest occupied orbital energy (spin up / spin down): -4.7 / -4.7 eV. For the relative energy (zero: lowest compared OMol25 entry of this formula, charge and spin), the calculation gives 5.1 kcal/mol. The largest force on an atom is 0.020 hartree/bohr. Its total energy is -4019.28878 Ha.

Record 4
This record from the Open Molecules 2025 dataset describes a single C11H22N6O4 molecule. The level of theory is wB97M-V/def2-TZVPD.

The geometry in ORCA input format:
```
! wB97M-V def2-TZVPD RIJCOSX def2/J DEFGRID3
* xyz 0 1
H 6.547 -1.679 0.288
N 6.875 -0.698 -0.084
C 5.884 0.066 -0.410
N 6.195 1.445 -0.319
N 4.535 -0.173 -0.600
C 3.947 -1.491 -0.654
C 2.373 -1.324 -0.480
C 1.884 -0.932 0.933
C 0.727 0.062 0.974
N -0.404 -0.563 0.409
C -1.716 -0.365 0.730
O -2.118 0.616 1.363
C -2.633 -1.391 0.235
N -3.581 -1.693 1.345
C -3.343 -0.918 -1.151
C -3.967 0.521 -1.186
C -5.394 0.358 -0.666
N -6.035 1.519 -0.271
O -6.064 -0.630 -0.805
C 1.028 1.506 0.319
O 2.088 1.750 -0.174
O 0.014 2.347 0.618
H 7.174 1.575 -0.316
H 5.753 2.012 -1.008
H 3.840 0.559 -0.321
H 4.370 -2.069 0.154
H 4.121 -1.909 -1.624
H 2.010 -2.283 -0.865
H 1.985 -0.622 -1.080
H 2.715 -0.442 1.416
H 1.629 -1.982 1.446
H 0.588 0.259 2.026
H -0.172 -1.434 -0.083
H -2.168 -2.376 -0.090
H -4.574 -1.762 0.966
H -3.495 -0.927 2.031
H -4.058 -1.808 -1.437
H -2.534 -1.110 -1.905
H -3.978 0.941 -2.135
H -3.400 1.233 -0.585
H -5.653 2.455 -0.677
H -7.098 1.559 -0.369
H -0.795 1.732 0.944
*
```

As for the highest occupied orbital energy: -8.7 eV. Its SMILES is [H]/N=C(/N)NCCC[C@H](NC(=O)[C@@H](N)CCC(N)=O)C(=O)O. For the relative energy (zero: lowest compared OMol25 entry of this formula, charge and spin), the calculation gives 63.0 kcal/mol. The largest force on an atom is 0.078 hartree/bohr. Its total energy is -1061.84994 Ha.

Record 5
This record from the Open Molecules 2025 dataset describes a molecular structure, C15H20AgCl2N4O. The level of theory is wB97M-V/def2-TZVPD.

The geometry in ORCA input format:
```
! wB97M-V def2-TZVPD RIJCOSX def2/J DEFGRID3
* xyz 1 1
Ag -0.007 -0.210 -1.495
N 1.698 -4.050 0.925
C 1.748 -2.539 0.755
C 2.999 -2.178 -0.026
C 3.118 -0.662 -0.225
N 2.257 -0.210 -1.338
C 2.843 0.108 1.071
C 1.651 -0.360 1.910
N 0.384 -0.062 1.263
C 1.725 -1.881 2.120
H 1.686 -4.528 0.022
H 0.862 -4.327 1.445
H 2.513 -4.382 1.446
H 0.846 -2.271 0.205
H 3.015 -2.676 -1.000
H 3.878 -2.517 0.534
H 4.159 -0.466 -0.498
H 2.694 -0.457 -2.221
H 2.231 0.811 -1.322
H 2.730 1.171 0.845
H 3.738 0.020 1.692
H 1.750 0.116 2.892
H 0.354 0.866 0.830
H -0.389 -0.126 1.915
H 0.850 -2.204 2.692
H 2.623 -2.147 2.689
Cl -0.187 4.619 0.555
C -1.489 3.667 -0.077
C -2.780 4.201 -0.043
C -3.839 3.486 -0.522
Cl -5.432 4.176 -0.470
C -3.641 2.191 -1.050
C -4.693 1.396 -1.553
C -4.438 0.148 -2.042
C -3.116 -0.317 -2.030
N -2.110 0.393 -1.570
C -2.328 1.653 -1.078
C -1.184 2.406 -0.591
O 0.016 1.941 -0.625
H -2.931 5.191 0.365
H -5.699 1.793 -1.545
H -5.225 -0.478 -2.436
H -2.882 -1.302 -2.414
*
```

As for the highest occupied orbital energy: -9.2 eV. For the relative energy (zero: lowest compared OMol25 entry of this formula, charge and spin), the calculation gives 0.0 kcal/mol. The largest force on an atom is 0.004 hartree/bohr. Its total energy is -1945.00948 Ha.

Record 6
This record from the Open Molecules 2025 dataset describes 3 unconnected molecules or ions with the total composition C4H13NO3. The level of theory is wB97M-V/def2-TZVPD.

The geometry in ORCA input format:
```
! wB97M-V def2-TZVPD RIJCOSX def2/J DEFGRID3
* xyz 0 1
C 2.046 -0.040 0.954
N 1.788 -0.292 -0.466
C 0.522 -0.969 -0.813
C 0.363 -2.396 -0.280
C -0.643 -0.080 -0.416
O -1.645 0.049 -1.069
H 2.685 -0.774 1.436
H 2.472 0.957 1.107
H 1.147 0.065 1.558
H 2.493 -0.943 -0.747
H 0.544 -1.042 -1.900
H 0.926 -2.677 0.611
H -0.678 -2.603 0.033
H 0.387 -3.168 -1.052
H -0.421 0.521 0.474
O -1.974 0.392 2.124
H -1.540 -0.224 2.730
H -2.764 0.621 2.630
O -0.270 2.931 -0.833
H -1.103 2.465 -0.728
H 0.416 2.405 -1.245
*
```

As for the highest occupied orbital energy: -9.3 eV. Its SMILES is CN[C@@H](C)C=O.O.O. For the relative energy (zero: lowest compared OMol25 entry of this formula, charge and spin), the calculation gives 55.4 kcal/mol. The largest force on an atom is 0.041 hartree/bohr. Its total energy is -440.62685 Ha.

Record 7
This record from the Open Molecules 2025 dataset describes a molecular structure, C18H20ClNO2. The level of theory is wB97M-V/def2-TZVPD.

The geometry in ORCA input format:
```
! wB97M-V def2-TZVPD RIJCOSX def2/J DEFGRID3
* xyz 0 1
O -0.170 -1.098 -4.448
C 0.176 -0.114 -3.837
N 1.474 -0.115 -3.287
H 1.718 0.798 -2.990
C 2.114 -1.190 -3.425
H 1.815 -1.952 -3.987
H 3.311 -0.813 -4.104
C 2.652 -1.689 -1.976
C 1.508 -1.879 -1.077
C 0.308 -2.303 -1.442
C -0.543 -2.641 -0.579
C -0.555 -2.301 0.683
C 0.428 -1.551 1.163
C 1.761 -1.447 0.340
H 2.506 -1.070 0.640
H 0.835 -1.229 2.137
H -1.459 -2.113 1.421
H -1.602 -2.841 -0.989
H 0.229 -2.723 -2.360
H 3.494 -0.767 -1.579
H 3.246 -2.581 -2.047
C -0.427 1.122 -3.950
H 0.132 1.955 -3.771
C -1.363 1.089 -2.683
C -0.823 0.932 -1.258
O -1.689 1.067 -0.173
C -1.360 1.299 0.971
C 0.142 1.405 1.464
C 0.481 1.690 2.622
C -0.505 1.419 3.711
C -1.784 0.875 3.394
C -2.272 0.826 1.988
H -3.132 0.627 1.761
H -2.646 0.835 4.059
Cl -0.115 1.468 5.313
H 1.575 1.783 3.091
H 0.688 1.622 0.674
H -0.110 2.389 -1.312
H 0.075 0.440 -1.232
H -2.137 1.731 -2.763
H -1.966 0.226 -2.562
H -1.002 1.259 -4.874
*
```

As for the highest occupied orbital energy: -7.8 eV. For the relative energy (zero: lowest compared OMol25 entry of this formula, charge and spin), the calculation gives 358.4 kcal/mol. The largest force on an atom is 0.373 hartree/bohr. Its total energy is -1362.79291 Ha.

Record 8
This record from the Open Molecules 2025 dataset describes 2 unconnected molecules or ions with the total composition C3H10NO4. The level of theory is wB97M-V/def2-TZVPD.

The geometry in ORCA input format:
```
! wB97M-V def2-TZVPD RIJCOSX def2/J DEFGRID3
* xyz 1 1
O -1.391 -2.203 0.298
C -0.734 -1.420 -0.313
O -1.252 -0.993 -1.429
C 0.604 -0.718 -0.438
C 1.474 -0.622 0.907
O 0.519 0.183 1.743
N 0.502 0.775 -0.813
H -1.946 -1.495 -1.996
H 1.320 -1.278 -1.221
H 2.372 -0.103 0.648
H 1.755 -1.532 1.465
H 0.998 0.891 2.295
H -0.117 0.783 -1.650
H -0.289 1.165 -0.087
H 1.448 1.301 -0.993
H -2.251 2.026 0.006
H -1.475 1.843 1.268
O -1.537 1.397 0.310
*
```

As for the highest occupied orbital energy: -14.5 eV. For the relative energy (zero: lowest compared OMol25 entry of this formula, charge and spin), the calculation gives 63.0 kcal/mol. The largest force on an atom is 0.123 hartree/bohr. Its total energy is -475.70108 Ha.

Which formula does entry 4 have?
C11H22N6O4